Entry 1:
# C24H42N4O6

C24H42N4O6 as an isolated structure at a distorted geometry (the ωB97M-V functional and the def2-TZVPD basis, the Open Molecules 2025 dataset).

Output
Energy   -1609.1396 hartree
Frontier orbital gap   7.31 eV
HOMO energy   -0.250 Ha
Maximum force   10.71 eV/Å

```
! wB97M-V def2-TZVPD RIJCOSX def2/J DEFGRID3
* xyz 0 1
O -16.89 -15.96 31.40
C -16.35 -15.36 32.24
O -15.09 -15.74 32.74
C -14.51 -14.88 33.65
C -15.66 -13.92 33.94
C -16.52 -13.93 32.74
H -13.82 -14.28 33.06
H -13.97 -15.23 34.52
H -15.38 -12.90 34.23
H -16.07 -14.38 34.85
H -16.25 -13.12 32.07
H -17.53 -13.87 33.13
C -21.36 -11.97 29.43
O -21.92 -12.86 30.32
H -21.90 -11.04 29.26
H -20.47 -11.60 29.93
H -21.06 -12.38 28.47
H -22.72 -13.27 30.01
C -16.99 -11.15 35.45
O -17.10 -12.51 35.36
H -17.87 -10.54 35.25
H -16.62 -10.66 36.35
H -16.26 -10.70 34.78
H -17.72 -12.79 36.03
C -20.25 -13.77 34.82
O -19.29 -14.62 34.38
H -20.55 -14.05 35.84
H -19.92 -12.73 34.90
H -21.06 -13.89 34.10
H -19.62 -15.53 34.44
C -21.35 -15.54 32.23
O -20.04 -15.68 32.63
H -21.59 -14.51 31.98
H -21.38 -16.14 31.32
H -21.97 -16.02 32.98
H -19.53 -15.20 31.97
N -19.29 -10.10 28.05
C -18.52 -11.20 28.29
C -17.85 -10.98 29.51
C -18.31 -9.69 29.85
C -19.19 -9.06 28.94
H -19.84 -9.98 27.20
H -18.32 -12.08 27.70
H -17.07 -11.59 29.93
H -17.99 -9.20 30.76
H -19.67 -8.10 28.85
N -21.48 -11.97 32.32
C -21.95 -11.98 33.63
C -22.68 -10.77 33.85
C -22.88 -10.20 32.61
C -22.10 -10.91 31.78
H -20.82 -12.64 31.97
H -21.69 -12.76 34.34
H -23.17 -10.47 34.77
H -23.66 -9.46 32.47
H -21.90 -10.69 30.75
N -19.00 -12.89 33.27
C -18.09 -11.92 33.12
C -18.18 -11.48 31.84
C -19.31 -11.97 31.12
C -19.73 -12.92 32.09
H -18.98 -13.43 34.13
H -17.55 -11.47 33.94
H -17.57 -10.70 31.43
H -19.69 -11.73 30.14
H -20.40 -13.75 31.94
N -15.35 -8.67 32.57
C -14.70 -9.25 33.63
C -15.13 -10.56 33.78
C -16.05 -10.80 32.76
C -16.05 -9.66 31.99
H -15.17 -7.75 32.19
H -14.06 -8.58 34.19
H -14.90 -11.35 34.49
H -16.64 -11.69 32.60
H -16.72 -9.45 31.17
*
```

How positive or negative is each atom? The Löwdin charges in e answer that: 0.16, -0.40, 0.01, -0.19, -0.17, -0.07, 0.12, 0.13, 0.08, 0.12, 0.14, 0.10, -0.20, -0.08, 0.09, -0.02, 0.11, 0.13, -0.23, -0.10, 0.12, 0.12, 0.01, 0.12, -0.18, -0.11, 0.13, 0.12, 0.07, 0.14, -0.14, -0.13, 0.06, 0.10, 0.11, 0.09, -0.03, -0.11, -0.13, -0.14, -0.03, 0.15, 0.12, 0.13, 0.08, 0.11, 0.01, -0.08, -0.10, -0.11, -0.17, -0.09, 0.05, 0.08, 0.10, 0.08, 0.02, -0.20, -0.13, 0.02, -0.17, -0.02, 0.07, 0.02, 0.02, 0.10, 0.04, -0.09, -0.15, -0.14, -0.11, 0.16, 0.11, 0.10, 0.03, 0.06


Entry 2:
# C28H28Cl2IrN6O2S5

C28H28Cl2IrN6O2S5 as an isolated structure (the ωB97M-V functional and the def2-TZVPD basis, the Open Molecules 2025 dataset).

Output
Energy   -4578.1409 hartree
⟨S²⟩   0.7726
Frontier orbital gap (spin up / spin down)   6.97 / 4.62 eV
HOMO energy (spin up / spin down)   -0.464 / -0.464 Ha
Maximum force   0.73 eV/Å

```
! wB97M-V def2-TZVPD RIJCOSX def2/J DEFGRID3
* xyz 2 2
Ir -0.76 1.26 -0.70
S 0.20 0.18 4.99
C -0.05 -0.03 6.66
C -1.31 -0.46 6.93
C -2.09 -0.63 5.76
C -1.41 -0.32 4.61
C -1.90 -0.37 3.24
C -1.19 0.27 2.21
N -1.61 0.26 0.95
C -2.78 -0.34 0.63
C -3.55 -1.01 1.58
C -4.78 -1.63 1.16
C -5.20 -1.53 -0.12
C -4.44 -0.80 -1.10
C -4.84 -0.64 -2.44
C -4.08 0.10 -3.32
C -2.89 0.66 -2.83
N -2.47 0.51 -1.58
C -3.23 -0.22 -0.71
C -4.47 0.32 -4.71
C -5.73 0.21 -5.24
C -5.76 0.50 -6.63
C -4.53 0.81 -7.12
S -3.33 0.76 -5.92
C -3.07 -1.03 2.90
H 0.74 0.19 7.36
H -1.68 -0.64 7.93
H -3.12 -0.94 5.78
H -0.27 0.81 2.40
H -5.37 -2.16 1.89
H -6.13 -1.99 -0.43
H -5.76 -1.11 -2.77
H -2.26 1.27 -3.47
H -6.61 -0.03 -4.67
H -6.66 0.48 -7.23
H -4.27 1.06 -8.14
H -3.64 -1.56 3.66
N 0.56 -0.38 -1.16
C 1.92 0.23 -1.17
C 3.07 -0.77 -1.24
C 4.32 -0.16 -1.90
C 5.61 -0.46 -1.16
N 5.58 0.28 0.10
C 6.48 0.19 1.06
N 6.27 0.85 2.22
N 7.58 -0.54 0.91
C 2.00 1.15 0.05
O 3.05 1.28 0.67
O 0.91 1.77 0.36
H 0.52 -1.08 -0.43
H 0.39 -0.86 -2.04
H 1.95 0.88 -2.05
H 2.74 -1.64 -1.82
H 3.29 -1.14 -0.24
H 4.23 0.93 -1.98
H 4.41 -0.52 -2.92
H 6.46 -0.12 -1.76
H 5.72 -1.53 -0.97
H 4.71 0.78 0.31
H 5.47 1.45 2.30
H 7.00 0.94 2.89
H 7.80 -0.95 0.02
H 8.27 -0.60 1.64
S -1.30 5.42 -2.34
C -1.19 3.92 -1.78
S -1.81 3.26 -0.27
S -0.18 2.63 -2.44
Cl 4.26 -2.36 2.23
C 2.93 -1.37 2.83
Cl 1.38 -1.78 2.05
H 3.13 -0.33 2.62
H 2.81 -1.56 3.89
*
```

How positive or negative is each atom? The Löwdin charges in e answer that: 0.99, 1.05, -0.38, -0.15, -0.10, -0.48, -0.18, -0.09, -0.05, -0.15, -0.11, 0.02, 0.02, -0.11, 0.09, -0.17, -0.06, -0.08, -0.14, -0.49, -0.10, -0.15, -0.38, 1.07, 0.09, 0.08, 0.12, 0.12, 0.10, 0.13, 0.13, 0.14, 0.07, 0.12, 0.12, 0.08, 0.14, -0.03, -0.30, -0.14, -0.15, -0.16, 0.09, -0.46, 0.21, 0.23, -0.57, 0.04, -0.19, 0.07, 0.12, 0.12, 0.13, 0.08, 0.13, 0.13, 0.13, 0.13, 0.10, 0.13, 0.13, 0.12, 0.13, 0.69, -1.69, 0.63, 0.67, 0.57, -0.97, 0.60, 0.01, 0.02


Entry 3:
# C3H3FN2O

An isolated molecule of C3H3FN2O (the ωB97M-V functional and the def2-TZVPD basis, the Open Molecules 2025 dataset).

Output
Energy   -400.6979 hartree
Frontier orbital gap   9.58 eV
HOMO energy   -0.328 Ha
Maximum force   0.78 eV/Å
Structure (SMILES)   Oc1cn[nH]c1F

```
! wB97M-V def2-TZVPD RIJCOSX def2/J DEFGRID3
* xyz 0 1
C 0.53 -0.28 -0.52
C 0.88 1.09 -0.53
C -0.50 -0.33 0.36
H 0.70 -2.11 -1.04
H 1.67 1.57 -1.11
H -1.42 1.20 1.47
N 0.11 1.80 0.28
N -0.73 0.91 0.82
O 1.13 -1.28 -1.24
F -1.24 -1.37 0.79
*
```

How positive or negative is each atom? The Löwdin charges in e answer that: -0.26, -0.08, -0.27, 0.11, 0.12, 0.16, 0.03, 0.03, 0.06, 0.10


Entry 4:
# C6H13FeMgO5

C6H13FeMgO5 as an isolated structure at a distorted geometry (the ωB97M-V functional and the def2-TZVPD basis, the Open Molecules 2025 dataset).

Output
Energy   -2075.7537 hartree
⟨S²⟩   8.7591
Frontier orbital gap (spin up / spin down)   6.81 / 7.94 eV
HOMO energy (spin up / spin down)   -0.553 / -0.631 Ha
Maximum force   1.22 eV/Å

```
! wB97M-V def2-TZVPD RIJCOSX def2/J DEFGRID3
* xyz 2 6
O 1.08 -0.30 -0.77
C 2.24 -1.10 -0.80
C 2.18 -2.18 0.27
O 0.88 -2.78 0.22
C 0.71 -3.86 1.13
Fe -0.43 -1.42 -0.37
H 3.15 -0.50 -0.62
H 2.36 -1.58 -1.79
H 2.32 -1.75 1.28
H 2.94 -2.95 0.11
H -0.33 -4.21 1.05
H 1.39 -4.68 0.86
H 0.91 -3.53 2.16
O -0.77 0.20 0.98
C 0.37 0.75 1.06
O 0.56 2.02 0.80
C -0.54 2.88 0.50
O -1.29 2.41 -0.58
C -0.67 2.56 -1.88
Mg -2.43 0.72 -0.20
H 1.19 0.29 1.62
H -0.09 3.85 0.26
H -1.18 2.95 1.38
H -1.42 2.26 -2.62
H -0.40 3.61 -2.02
H 0.21 1.90 -1.94
*
```

How positive or negative is each atom? The Löwdin charges in e answer that: -0.33, -0.24, -0.15, -0.32, -0.03, 0.97, 0.15, 0.14, 0.14, 0.16, 0.11, 0.12, 0.12, -0.22, -0.24, 0.09, -0.13, -0.29, 0.01, 1.07, 0.18, 0.18, 0.17, 0.11, 0.13, 0.10